{
  "formula": "C8H30N9O6",
  "method": "wB97M-V/def2-TZVPD",
  "max_force_ha_per_bohr": 0.166,
  "homo_ev": -11.6996,
  "relative_energy_kcal_mol": 38.44,
  "e_tot_ha": -1266.88431,
  "charge": 1,
  "species": ["O", "H", "H", "H", "C", "H", "H", "H", "N", "H", "O", "H", "H", "H", "H", "N", "O", "H", "H", "H", "H", "H", "N", "H", "C", "H", "N", "H", "N", "C", "C", "H", "N", "O", "N", "H", "O", "N", "H", "H", "H", "C", "H", "C", "H", "N", "O", "C", "C", "H", "H", "H", "H"],
  "coordinates": [[2.331, 2.190, 1.303], [0.418, 0.852, -0.757], [4.454, -3.010, -2.107], [-3.805, 0.769, -3.231], [-1.265, 3.272, 4.294], [2.515, -0.197, 1.037], [2.459, -4.771, -0.243], [1.228, -3.518, -0.125], [-0.445, 1.483, 0.569], [5.067, 1.382, 2.346], [2.321, -1.858, -1.212], [4.046, -0.345, 1.802], [-2.780, 3.271, 2.135], [-0.668, -0.560, -5.332], [-2.231, -0.301, -5.900], [4.256, 1.984, 2.354], [-1.400, 0.329, -2.936], [-1.185, 3.296, 0.341], [-0.051, 0.034, -2.025], [-2.345, -2.589, -0.679], [-0.417, -4.337, 1.294], [0.215, 2.046, 1.087], [-3.253, 0.517, -4.039], [-2.577, 0.994, -0.628], [2.707, -3.027, -1.188], [-1.608, 2.310, 4.673], [-1.714, -3.211, -0.194], [-1.840, -4.177, 0.073], [-0.223, -3.349, 1.218], [-2.010, 0.200, -4.029], [3.264, 1.545, 1.646], [-1.950, 4.097, 4.489], [3.391, 0.233, 1.296], [0.686, 0.239, -1.446], [-1.611, -0.279, -5.103], [-2.110, 1.576, 2.498], [-0.745, -1.323, 0.498], [2.082, -3.878, -0.527], [-0.353, 3.484, 4.852], [4.357, 2.988, 2.411], [-3.694, 0.177, -4.882], [-1.918, 2.606, 2.197], [4.032, -4.513, -1.360], [-0.903, -2.485, 0.535], [1.049, -0.547, -1.030], [3.828, -3.536, -1.515], [-0.828, 3.181, 2.971], [-1.539, 2.335, 0.716], [-2.700, 2.001, -0.230], [0.450, -2.962, 1.865], [-3.660, 2.135, 0.267], [-0.566, 0.615, 1.070], [-2.762, 2.631, -1.118]],
  "atomic_forces_ev_per_a": [[-2.66, 1.91, -0.93], [-1.52, 1.92, 2.03], [0.09, -0.21, 0.16], [0.45, -0.11, -0.18], [1.46, 0.16, 1.02], [0.33, -0.14, -0.05], [-0.42, 0.28, -0.09], [0.05, -0.73, 0.29], [2.00, -0.45, 0.26], [0.22, 0.71, 0.32], [0.01, 1.22, -1.33], [-0.28, -0.05, -0.12], [-0.21, -0.12, 0.69], [-0.09, 0.21, 0.59], [0.28, 0.00, 0.09], [3.04, 1.24, 1.83], [1.05, -0.34, -0.61], [0.15, 0.33, 0.08], [-1.68, -0.07, -1.32], [-0.71, -1.08, -0.40], [-0.02, 0.46, 0.06], [1.36, -0.70, 0.12], [-4.77, 0.91, -1.16], [-0.24, -0.18, 0.29], [0.25, 3.85, 0.54], [-0.48, 0.01, -0.03], [-2.90, 0.46, -2.68], [-0.84, 0.50, -0.72], [4.42, -1.65, 4.54], [0.87, 1.52, 7.70], [-0.51, -2.16, -0.89], [-0.38, -0.15, -0.20], [-0.21, -1.32, -0.28], [2.23, -0.40, -1.14], [3.41, -2.96, -6.86], [-0.62, 0.09, 1.08], [0.56, 4.23, -0.04], [-5.86, -4.62, 4.10], [-0.04, 0.16, 0.25], [0.21, -0.24, 0.12], [-1.06, 0.57, 0.59], [0.96, -0.36, -1.62], [0.02, 0.44, -0.32], [-0.82, -2.78, -0.65], [0.73, -1.27, 0.03], [6.03, -0.24, -3.46], [-1.75, -0.89, -1.80], [-1.61, 2.99, -0.81], [-0.51, -0.29, 0.36], [-0.06, -0.32, 0.20], [-0.16, -0.35, 0.05], [-0.14, -0.24, 0.17], [0.41, 0.26, 0.12]]
}